(1)
Density functional theory data (wB97M-V/def2-TZVPD) for a molecular structure, C72H58F3N7PSiW in a non-equilibrium geometry.

CARTESIAN COORDINATES (ANGSTROEM)
W1 0.145968 0.265407 -0.197245
C1 -0.248320 -0.812863 -5.305513
N1 0.406203 -1.120644 -4.033963
C2 -0.098816 -0.765365 -2.841470
N2 0.600093 -1.309508 -1.841313
C3 1.545926 -2.107971 -2.422834
C4 1.494384 -1.946033 -3.783389
C5 2.660998 -2.232953 -4.680771
C6 2.575111 -1.707191 -6.072509
C7 3.074748 -2.396083 -7.101629
C8 3.700911 -3.702392 -6.927812
C9 3.792021 -4.280692 -5.730402
C10 3.205237 -3.677165 -4.496303
C11 3.367236 -1.712754 -0.810198
C12 4.619773 -2.624625 -0.981516
C13 5.042125 -3.327963 0.269346
C14 4.478296 -3.108952 1.457939
C15 3.378044 -2.159415 1.625716
C16 2.897599 -1.482118 0.589128
P1 -1.346945 0.449528 -2.322962
C17 -1.463215 1.380392 0.459837
N3 -0.926993 0.903286 1.570552
C18 -1.408137 1.628945 2.633254
C19 -2.301573 2.560133 2.114287
N4 -2.299665 2.381775 0.735636
C20 -3.160711 3.055312 -0.229530
C21 -3.125259 3.589034 2.749806
C22 -4.030277 3.256334 3.758988
C23 -4.813725 4.240963 4.335151
C24 -4.697257 5.561168 3.919760
C25 -3.788850 5.901323 2.926195
C26 -3.011299 4.919459 2.337149
C27 -0.925271 1.422613 3.999406
C28 -0.959637 2.448261 4.948521
C29 -0.448058 2.236227 6.218267
C30 0.107197 1.009420 6.555001
C31 0.157856 -0.008199 5.612028
C32 -0.351145 0.196115 4.340791
C33 -2.217082 -0.806550 -1.309948
N5 -1.509658 -1.202582 -0.253775
C34 -2.277774 -2.074310 0.479797
C35 -3.487442 -2.205986 -0.184659
N6 -3.418101 -1.391136 -1.301034
C36 -4.444658 -1.252033 -2.323942
C37 -4.655902 -3.064938 0.061721
C38 -4.514294 -4.452171 0.010219
C39 -5.617443 -5.267285 0.199940
C40 -6.864413 -4.707048 0.443528
C41 -7.007881 -3.328328 0.503000
C42 -5.908845 -2.506327 0.308541
C43 -1.785174 -2.688061 1.719463
C44 -0.413835 -2.680157 1.987566
C45 0.097357 -3.296902 3.115261
C46 -0.758806 -3.929341 4.005183
C47 -2.124924 -3.918328 3.767957
C48 -2.638302 -3.301886 2.638223
H1 -1.319622 -0.728263 -5.133294
H2 -0.073977 -1.615365 -6.014402
H3 0.109463 0.126631 -5.723184
H4 2.195890 -0.701688 -6.211217
H5 3.038830 -1.970654 -8.096171
H6 4.109873 -4.185977 -7.804548
H7 4.274791 -5.243941 -5.612054
H8 2.474223 -4.373192 -4.071480
H9 5.489147 -2.125347 -1.421075
H10 5.877624 -4.013091 0.177298
H11 4.830769 -3.625700 2.340373
H12 2.975345 -2.017015 2.621025
H13 2.023108 -0.806118 0.715745
H14 -4.097417 3.331237 0.247064
H15 -3.363782 2.378210 -1.056168
H16 -2.692143 3.957460 -0.622228
H17 -4.116879 2.224886 4.078301
H18 -5.519906 3.979335 5.111676
H19 -5.312267 6.327503 4.371709
H20 -3.684293 6.932210 2.615231
H21 -2.289850 5.186238 1.572740
H22 -1.363352 3.416873 4.691073
H23 -0.483213 3.035863 6.946507
H24 0.502762 0.848360 7.548868
H25 0.584688 -0.967269 5.875662
H26 -0.336227 -0.604969 3.610399
H27 -4.838759 -2.232283 -2.582237
H28 -4.005559 -0.795013 -3.208415
H29 -5.266228 -0.630962 -1.973239
H30 -3.538241 -4.882642 -0.179179
H31 -5.503931 -6.342123 0.153048
H32 -7.724448 -5.346001 0.591640
H33 -7.976857 -2.890554 0.702158
H34 -6.019144 -1.430151 0.377868
H35 0.261119 -2.215524 1.275211
H36 1.163741 -3.301035 3.301400
H37 -0.362108 -4.429909 4.878123
H38 -2.797602 -4.398107 4.466129
H39 -3.705622 -3.286060 2.477274
C49 2.224442 4.540475 -4.134610
C50 1.387692 3.430969 -4.161484
C51 1.561891 2.418578 -3.233250
C52 2.568245 2.485149 -2.261641
C53 3.408438 3.602243 -2.258806
C54 3.236151 4.619346 -3.186753
Si1 2.788955 1.122065 -0.984717
C55 4.068350 1.642097 0.299537
C56 5.120936 0.775326 0.618335
C57 6.130029 1.164051 1.483274
C58 6.111991 2.427912 2.055776
C59 5.099584 3.317858 1.722381
C60 4.095027 2.928789 0.852769
C61 3.420756 -0.494039 -1.699760
C62 3.717923 -0.541134 -3.014220
C63 3.981564 -1.708248 -3.909445
C64 4.230563 -3.167961 -3.446456
C65 3.827787 -3.470191 -2.020701
C66 2.512561 -2.798702 -1.540052
H40 2.094479 5.333752 -4.858668
H41 0.606854 3.358189 -4.908037
H42 0.912619 1.550458 -3.270514
H43 4.216397 3.673843 -1.542512
H44 3.899432 5.474157 -3.174932
H45 5.178307 -0.205962 0.169101
H46 6.940076 0.480749 1.702417
H47 6.896293 2.723460 2.739788
H48 5.102275 4.322353 2.126719
H49 3.352864 3.662329 0.560669
H50 3.671365 0.399793 -3.562077
H51 4.708323 -1.422824 -4.669570
H52 5.255500 -3.504580 -3.611609
H53 3.854932 -4.546023 -1.844121
H54 1.979130 -3.439527 -0.836822
F1 0.145566 5.915820 3.741377
C67 1.125227 5.956297 2.825662
F2 2.290491 6.081474 3.464393
F3 0.937234 7.027738 2.054404
C68 1.103154 4.681117 2.010579
C69 1.492947 3.490088 2.599761
C70 1.433277 2.336675 1.847548
N7 0.981947 2.315686 0.581422
C71 0.635679 3.481154 0.008025
C72 0.686490 4.680942 0.685214
H55 1.835789 3.455712 3.625073
H56 1.743506 1.393032 2.278237
H57 0.305698 3.438027 -1.021538
H58 0.405343 5.600488 0.191087

Atomic forces in eV per Å
-2.525 -0.507 0.221
-0.107 0.130 -0.178
-0.008 0.038 0.300
0.149 0.303 -0.153
-0.334 0.789 0.259
-0.033 -0.456 -0.068
0.084 -0.040 0.246
0.146 0.091 -0.017
-0.051 -0.073 -0.213
-0.237 0.293 0.159
0.156 -0.234 0.116
0.016 0.033 -0.186
0.025 -0.034 0.124
-0.163 -0.068 -0.029
0.042 -0.084 0.093
-0.025 0.015 0.023
0.129 -0.090 -0.082
-0.217 0.233 0.171
0.111 -0.167 -0.292
0.143 -0.202 0.502
0.607 -0.197 0.688
-0.243 -0.270 -1.258
-0.035 0.228 0.204
0.298 -0.264 0.101
-0.084 -0.221 -0.439
-0.029 0.185 -0.182
-0.161 0.154 0.057
0.095 -0.094 -0.127
-0.056 0.018 0.070
0.032 -0.008 -0.009
-0.023 0.053 -0.008
0.072 -0.116 0.069
0.158 -0.053 0.193
0.042 -0.054 -0.134
-0.004 0.034 0.021
0.026 -0.004 0.014
0.033 -0.022 0.042
-0.124 0.047 -0.102
0.191 -0.015 0.147
0.185 0.299 -0.143
-0.240 0.073 0.041
0.286 -0.055 0.182
0.082 0.099 0.029
-0.205 0.021 -0.157
-0.075 -0.120 -0.060
0.038 0.123 -0.024
0.009 -0.064 0.006
0.010 -0.006 0.017
-0.053 0.039 -0.009
0.073 -0.005 0.067
0.155 -0.087 0.119
-0.164 -0.021 -0.184
0.043 -0.014 0.044
0.028 0.008 0.043
-0.024 -0.011 0.030
0.004 0.158 -0.093
0.013 -0.028 0.038
0.041 -0.010 0.022
0.086 -0.030 0.018
-0.010 -0.022 -0.076
0.048 0.008 0.002
0.026 -0.030 0.034
-0.022 -0.012 -0.042
-0.006 0.022 0.000
-0.032 0.042 0.003
-0.021 -0.024 0.037
0.023 -0.020 -0.026
-0.033 0.018 -0.022
0.066 0.134 0.256
0.013 -0.026 0.048
0.007 -0.022 0.033
0.034 -0.003 0.064
-0.014 0.011 0.029
0.004 -0.001 -0.007
0.006 -0.008 0.015
-0.017 -0.008 -0.006
0.000 0.024 -0.016
-0.062 0.047 0.004
0.010 -0.015 0.002
-0.015 -0.002 -0.001
-0.007 -0.006 -0.013
-0.014 -0.026 0.056
0.044 -0.012 0.018
0.032 -0.009 0.022
0.030 -0.004 0.049
-0.014 -0.022 -0.003
-0.014 0.007 0.008
0.003 0.001 -0.003
0.001 -0.015 0.001
-0.013 0.003 -0.018
0.092 -0.099 -0.022
-0.010 -0.013 -0.031
-0.008 0.010 0.009
-0.005 0.012 -0.004
-0.061 -0.054 -0.018
-0.002 -0.027 0.025
-0.026 -0.011 -0.049
0.004 -0.082 -0.001
-0.355 -0.441 0.292
0.090 0.034 0.083
0.006 0.021 -0.064
2.504 0.785 -0.820
-0.596 -0.015 -0.047
-0.076 -0.014 -0.078
0.089 -0.008 0.024
0.005 -0.071 -0.037
-0.052 0.119 -0.015
0.117 0.023 -0.036
-0.505 0.147 0.370
-0.012 0.323 -0.055
0.086 -0.103 0.013
-0.043 -0.053 0.069
0.076 0.035 -0.098
0.080 0.135 -0.029
0.004 0.009 0.012
0.005 0.011 0.004
0.014 0.022 -0.048
-0.013 0.022 -0.053
0.015 -0.016 -0.009
0.006 -0.038 0.041
-0.017 0.001 0.016
-0.002 0.021 -0.010
0.013 -0.011 0.008
-0.051 -0.014 0.064
-0.084 -0.050 -0.009
-0.022 -0.031 -0.027
-0.006 0.004 -0.006
-0.015 -0.005 -0.024
0.027 0.036 0.068
0.087 0.013 -0.076
-0.070 0.075 0.101
-0.064 0.008 -0.046
0.023 -0.052 0.068
-0.019 -0.133 -0.124
-0.084 0.108 0.004
-0.005 -0.094 0.122
0.464 -0.204 -0.256
-0.058 0.013 -0.164
0.024 0.034 0.154
0.026 -0.060 -0.011
-0.037 -0.035 0.003
0.003 -0.025 -0.020
-0.006 -0.029 -0.038

Values from the calculation:
* net charge: +3
* spin multiplicity: 3
* frontier orbital gap (spin up / spin down): 0.2010 / 0.1427 Eh
* ΔE to the lowest compared entry with this formula, charge and spin: 6.1742 eV
* lowest unoccupied orbital energy (spin up / spin down): -8.9 / -10.5 eV
* ⟨S²⟩: 2.0336

***

(2)
Density functional theory data (wB97M-V/def2-TZVPD) for a molecular structure, C23H49NO2P2Re in a non-equilibrium geometry.

CARTESIAN COORDINATES (ANGSTROEM)
Re1 0.309734 0.258467 -0.419617
C1 -0.645416 -1.162767 0.408856
O1 -1.097499 -2.148847 0.925236
C2 1.471915 0.875512 0.993835
O2 2.276812 1.224424 1.776808
P1 1.823053 -1.489367 -1.179055
C3 2.681311 -0.842263 -2.739472
H1 3.577337 -1.441963 -2.902616
C4 3.272870 -1.784705 -0.004750
H2 3.495517 -0.746154 0.315315
C5 1.255323 -3.239169 -1.742611
H3 0.509415 -2.958409 -2.500537
C6 -3.298196 1.039435 0.096102
P2 -1.534610 1.743105 0.198394
H4 -2.044345 3.541531 -1.251676
H5 -3.344531 0.536449 -0.887414
C7 -1.645248 3.270943 1.339754
H6 -2.281151 3.948556 0.740345
C8 2.940227 -2.579270 1.261186
H7 3.824239 -2.604083 1.918427
H8 2.665008 -3.618688 1.059168
H9 2.129083 -2.118663 1.833674
C9 4.593294 -2.345266 -0.632728
H10 4.468174 -3.404845 -0.938127
H11 5.395705 -2.296038 0.140867
H12 4.935650 -1.746288 -1.501634
C10 2.354073 -3.992338 -2.501067
H13 2.936659 -3.419447 -3.229738
H14 1.886361 -4.783838 -3.105140
H15 3.066404 -4.467868 -1.821498
C11 0.566486 -4.113485 -0.695394
H16 0.411489 -5.099497 -1.144929
H17 -0.412012 -3.729949 -0.400833
H18 1.141142 -4.234630 0.225649
C12 1.740804 -1.049888 -3.941176
H19 2.109532 -1.948783 -4.461306
H20 1.775522 -0.220110 -4.661060
H21 0.670675 -1.173773 -3.652431
C13 3.162327 0.559155 -2.452316
H22 2.341268 1.080504 -1.949246
H23 3.442775 1.101584 -3.358548
H24 4.018164 0.570644 -1.771690
C14 -4.314552 2.190159 0.121498
H25 -4.101559 2.953029 -0.646080
H26 -4.336098 2.668626 1.111744
H27 -5.311551 1.771035 -0.091266
C15 -3.637176 -0.028277 1.143239
H28 -3.620347 0.379032 2.161879
C16 0.023388 3.098024 -1.633131
H29 -2.961619 -0.890139 1.120760
H30 -4.657478 -0.390304 0.937626
C17 -2.130934 1.924907 -2.594930
H31 0.758556 2.419810 -1.017430
H32 0.321418 3.081465 -2.694152
H33 0.070271 4.152951 -1.261588
C18 -1.439304 2.665988 -1.471580
H34 -1.758345 2.287622 -3.551255
H35 -3.198993 2.148451 -2.593395
H36 -1.976306 0.844725 -2.540658
C19 -0.264001 3.919280 1.499408
H37 0.548364 3.175805 1.513818
H38 -0.222086 4.449874 2.460881
H39 -0.074639 4.661242 0.716699
C20 -2.272275 3.062146 2.723139
H40 -1.553340 2.505589 3.347809
H41 -3.247014 2.557657 2.662049
H42 -2.418290 4.058651 3.175791
H43 -0.219763 0.018598 -2.104069
H44 0.342080 0.832081 -2.127763
C21 -1.949475 -0.443322 5.667004
C22 -1.831314 -1.086182 4.293693
C23 -1.204572 -0.232509 3.304888
N1 -0.587189 0.459674 2.602352
H45 -0.937206 -0.213615 5.999524
H46 -2.339824 -1.060217 6.472721
H47 -2.523199 0.480104 5.659757
H48 -1.164744 -1.938811 4.381436
H49 -2.756224 -1.473068 3.862577

Atomic forces in eV per Å
-0.232 3.883 -0.855
-2.523 -7.346 3.199
2.388 5.967 -2.928
6.007 0.762 6.687
-3.924 -1.298 -4.028
1.716 0.213 -0.904
-0.464 -0.379 0.268
-0.238 -0.286 0.197
1.848 -2.045 0.965
-0.440 0.310 -0.402
0.372 -2.621 0.031
-0.222 0.949 -0.091
0.446 -0.564 -0.048
-3.958 1.361 -0.024
0.011 0.184 0.205
0.162 0.296 0.302
0.791 0.035 1.024
-0.014 -0.637 -0.047
-0.413 0.746 -0.084
-0.160 -0.067 -0.201
0.274 -0.038 -0.039
-0.001 -0.066 0.007
-0.720 0.644 -0.465
0.272 0.477 0.264
-0.549 -0.140 -0.364
-0.100 -0.461 0.588
0.382 0.861 0.417
-0.283 0.055 0.196
-0.180 -0.175 0.189
-0.225 -0.351 0.002
-0.284 0.987 -0.306
0.215 -0.147 0.129
0.236 -0.148 -0.235
0.157 -0.332 -0.046
-0.193 -0.032 -0.281
-0.647 0.372 -0.038
0.133 -0.168 0.253
0.642 -0.052 -0.386
0.005 0.250 0.155
-0.026 0.787 0.014
-0.122 -0.035 0.073
-0.071 0.045 -0.027
0.042 0.306 -0.078
-0.220 -0.224 0.314
-0.212 -0.146 -0.522
0.356 0.158 0.095
-0.079 0.012 0.327
-0.131 -0.048 -0.241
-0.326 0.381 -0.573
-0.408 0.264 -0.067
0.365 0.106 0.102
0.091 0.121 -0.315
-0.150 0.757 -0.369
0.175 0.012 0.412
0.912 -1.078 -0.099
0.304 -0.752 0.352
0.102 -0.042 -0.186
0.075 -0.281 0.033
-0.279 0.030 -0.297
0.302 0.231 -0.006
-0.204 0.396 0.085
0.015 -0.137 -0.302
0.126 -0.168 0.244
0.122 -0.400 -0.246
-0.558 0.315 -0.095
0.446 0.148 0.351
0.014 -0.333 -0.214
0.805 0.857 -1.373
-1.842 -2.102 -0.669
0.521 0.889 0.628
-0.298 -0.667 -0.065
0.976 0.851 -0.105
-0.695 -0.780 0.056
0.016 0.257 0.019
-0.308 -0.483 -0.512
-0.066 0.016 -0.094
0.157 -0.359 -0.073
-0.216 0.097 0.121

Values from the calculation:
* net charge: +4
* spin multiplicity: 4
* frontier orbital gap (spin up / spin down): 0.2364 / 0.1552 Eh
* ΔE to the lowest compared entry with this formula, charge and spin: 0.1201 eV
* lowest unoccupied orbital energy (spin up / spin down): -15.7 / -17.8 eV
* ⟨S²⟩: 3.7715

***

(3)
Density functional theory data (wB97M-V/def2-TZVPD) for C4H8O2 in the gas phase.

CARTESIAN COORDINATES (ANGSTROEM)
C1 -1.695323 -0.481859 -0.054644
C2 -0.500720 -0.336677 -0.991138
O1 0.230356 0.909774 -0.798843
C3 1.147092 1.111884 0.264434
C4 1.516497 -0.192123 0.914733
O2 2.283934 -0.359350 1.826439
H1 -2.117790 0.513057 0.093014
H2 -1.452750 -0.904678 0.929452
H3 -2.459315 -1.128436 -0.504930
H4 0.066696 -1.288590 -1.006979
H5 -0.820637 -0.206054 -2.018872
H6 0.779145 1.809351 1.037261
H7 2.063056 1.570359 -0.137984
H8 0.976989 -1.018481 0.436616

Atomic forces in eV per Å
-0.005 0.139 0.006
-0.138 0.262 -0.183
-0.036 -0.540 -0.092
0.178 -0.235 0.215
0.188 0.004 0.262
-0.117 0.235 -0.171
-0.161 -0.097 0.047
0.130 0.138 -0.220
0.187 0.135 0.057
0.174 0.733 -0.015
-0.337 0.006 -0.082
-0.195 -0.217 -0.261
-0.205 -0.131 -0.023
0.336 -0.432 0.461

Values from the calculation:
* frontier orbital gap: 0.3918 Eh
* structure (SMILES): CCOCC=O
* ΔE to the lowest compared entry with this formula, charge and spin: 2.1929 eV
* lowest unoccupied orbital energy: 0.9 eV

***

Record-wise total energy values, in eV: -113155.322; -50888.026; -8371.089